Formula: C23H61NO14S
Source: OMol25
Level of theory: ωB97M-V with the def2-TZVPD basis set

Each atom is followed by the atoms it is bonded to, with distances in Å.
CARTESIAN COORDINATES (ANGSTROEM)
1 O -3.028 0.385 0.687  C2 1.263
2 C -2.308 -0.651 0.620  O1 1.263, N3 1.509, C7 1.640
3 N -2.602 -2.012 1.202  C2 1.509, C4 1.523, H16 1.048
4 C -1.681 -2.895 0.370  N3 1.523, S5 1.854, C6 1.637, H17 1.144
5 S -1.345 -4.617 0.967  C4 1.854, H18 1.405
6 C -0.293 -2.041 0.514  C4 1.637, C7 1.603, H19 1.144, H20 1.142
7 C -0.835 -0.663 -0.101  C2 1.640, C6 1.603, C8 1.600, H21 1.147
8 C -0.760 -0.409 -1.679  C7 1.600, O9 1.455, H22 1.158, H23 1.158
9 O 0.416 0.326 -2.122  C8 1.455, C10 1.428
10 C 1.607 -0.139 -1.485  O9 1.428, C11 1.576, C15 1.560
11 C 2.198 -1.558 -1.833  C10 1.576, C12 1.550, H24 1.163
12 C 3.467 -1.986 -1.052  C11 1.550, C13 1.568, H25 1.150
13 C 4.142 -1.046 0.006  C12 1.568, C14 1.572, H26 1.152
14 C 3.587 0.390 0.325  C13 1.572, C15 1.574, H27 1.151
15 C 2.282 0.810 -0.447  C10 1.560, C14 1.574, H28 1.140
16 H -2.004 -1.935 2.059  N3 1.048
17 H -2.006 -2.717 -0.713  C4 1.144
18 H -0.062 -4.926 0.483  S5 1.405
19 H 0.430 -2.695 -0.084  C6 1.144
20 H 0.164 -1.930 1.555  C6 1.142
21 H -0.307 0.165 0.491  C7 1.147
22 H -0.875 -1.385 -2.293  C8 1.158
23 H -1.689 0.223 -1.956  C8 1.158
24 H 1.668 -2.213 -2.634  C11 1.163
25 H 3.877 -3.035 -1.284  C12 1.150
26 H 5.076 -1.435 0.556  C13 1.152
27 H 4.106 1.089 1.079  C14 1.151
28 H 1.836 1.838 -0.242  C15 1.140
29 C -0.926 -8.523 0.479  O30 1.421, H31 1.090, H32 1.093, H33 1.093
30 O -0.465 -8.207 1.785  C29 1.421, H34 0.966
31 H -1.450 -7.658 0.071  C29 1.090
32 H -0.074 -8.766 -0.162  C29 1.093
33 H -1.612 -9.372 0.527  C29 1.093
34 H -0.006 -8.988 2.121  O30 0.966
35 C -2.282 2.748 -4.247  O36 1.421, H37 1.089, H38 1.093, H39 1.094
36 O -1.821 3.067 -2.942  C35 1.421, H40 0.967
37 H -2.812 3.608 -4.654  C35 1.089
38 H -1.430 2.512 -4.890  C35 1.093
39 H -2.962 1.893 -4.199  C35 1.094
40 H -1.355 2.288 -2.606  O36 0.967
41 C -3.451 2.639 3.424  O42 1.421, H43 1.091, H44 1.094, H45 1.092
42 O -2.513 3.693 3.594  C41 1.421, H46 0.966
43 H -3.474 2.037 4.334  C41 1.091
44 H -4.444 3.057 3.239  C41 1.094
45 H -3.148 2.010 2.583  C41 1.092
46 H -2.513 4.207 2.776  O42 0.966
47 C -2.376 3.587 -8.208  O48 1.420, H49 1.090, H50 1.093, H51 1.093
48 O -3.215 3.841 -7.091  C47 1.420, H52 0.966
49 H -1.342 3.782 -7.922  C47 1.090
50 H -2.475 2.543 -8.514  C47 1.093
51 H -2.653 4.246 -9.035  C47 1.093
52 H -4.122 3.661 -7.370  O48 0.966
53 C 4.368 2.731 -3.381  O54 1.419, H55 1.091, H56 1.093, H57 1.093
54 O 4.528 1.469 -2.754  C53 1.419, H58 0.969
55 H 5.288 2.981 -3.910  C53 1.091
56 H 3.542 2.684 -4.096  C53 1.093
57 H 4.165 3.494 -2.625  C53 1.093
58 H 3.699 1.270 -2.294  O54 0.969
59 C -6.303 2.928 6.316  O60 1.419, H61 1.090, H62 1.093, H63 1.093
60 O -5.569 4.092 5.971  C59 1.419, H64 0.966
61 H -7.023 3.184 7.093  C59 1.090
62 H -6.836 2.554 5.438  C59 1.093
63 H -5.621 2.161 6.694  C59 1.093
64 H -4.939 3.839 5.283  O60 0.966
65 C 3.098 -7.399 2.123  O66 1.419, H67 1.090, H68 1.093, H69 1.093
66 O 2.260 -7.139 3.238  C65 1.419, H70 0.967
67 H 4.133 -7.211 2.409  C65 1.090
68 H 2.992 -8.443 1.817  C65 1.093
69 H 2.826 -6.739 1.295  C65 1.093
70 H 1.352 -7.313 2.958  O66 0.967
71 C 0.807 -8.525 6.433  O72 1.418, H73 1.090, H74 1.093, H75 1.094
72 O 1.751 -7.480 6.603  C71 1.418, H76 0.967
73 H 0.780 -9.125 7.343  C71 1.090
74 H -0.184 -8.101 6.251  C71 1.093
75 H 1.103 -9.157 5.592  C71 1.094
76 H 1.756 -6.966 5.784  O72 0.967
77 C -4.297 6.402 3.665  O78 1.423, H79 1.091, H80 1.093, H81 1.092
78 O -4.572 6.253 2.277  C77 1.423, H82 0.966
79 H -5.240 6.413 4.214  C77 1.091
80 H -3.688 5.562 4.010  C77 1.093
81 H -3.768 7.342 3.834  C77 1.092
82 H -3.723 6.246 1.817  O78 0.966
83 C -0.595 8.610 3.966  O84 1.420, H85 1.090, H86 1.093, H87 1.093
84 O -1.902 8.553 3.413  C83 1.420, H88 0.966
85 H -0.233 7.593 4.119  C83 1.090
86 H 0.075 9.133 3.279  C83 1.093
87 H -0.624 9.130 4.927  C83 1.093
88 H -2.198 9.464 3.288  O84 0.966
89 C 8.338 3.132 -3.996  O90 1.419, H91 1.090, H92 1.093, H93 1.093
90 O 8.495 1.869 -3.369  C89 1.419, H94 0.967
91 H 9.259 3.381 -4.523  C89 1.090
92 H 7.513 3.086 -4.712  C89 1.093
93 H 8.135 3.895 -3.240  C89 1.093
94 H 7.666 1.673 -2.910  O90 0.967
95 C 0.895 -2.824 -6.129  O96 1.420, H97 1.090, H98 1.093, H99 1.093
96 O 1.701 -2.465 -5.016  C95 1.420, H100 0.966
97 H -0.129 -2.977 -5.788  C95 1.090
98 H 0.913 -2.021 -6.871  C95 1.093
99 H 1.270 -3.749 -6.573  C95 1.093
100 H 2.599 -2.335 -5.347  O96 0.966

- frontier orbital gap (eV) = 9.065
- multiplicity = 1